Entry 1:
95
Properties=species:S:1:pos:R:3:forces:R:3 method="wB97M-V/def2-TZVPD" e_above_lowest_ev=2.899 total_charge=0 e_lumo_ha=-0.0377 e_homo_ev=-6.64
Y 0.14224 -0.95072 1.04417 -0.90 1.95 -1.07
Cl -3.80540 -0.90047 -5.07872 -0.23 0.13 -0.36
C -3.30218 -0.70179 -3.44636 -1.70 0.31 1.17
C -1.99923 -0.98720 -3.13404 1.14 0.14 1.62
C -1.63188 -0.93629 -1.74766 0.12 -0.16 -1.11
N -0.38448 -1.28195 -1.20823 1.28 -1.86 -0.13
C 0.41531 -2.15007 -1.92015 -2.09 2.08 0.30
O 0.38270 -2.30569 -3.13370 0.64 -0.84 -0.04
C 1.38398 -2.90660 -1.09175 1.21 0.59 1.67
C 2.13497 -3.88872 -1.69099 -0.19 -0.79 -0.38
C 3.22393 -4.42705 -1.02990 0.14 -0.99 0.25
C 3.55688 -3.96382 0.24502 -0.63 1.09 -0.01
C 2.78286 -2.93383 0.81090 -1.07 -1.23 -2.03
N 1.64568 -2.48919 0.20107 1.56 -0.78 -1.25
C -2.58423 -0.66353 -0.77261 -0.64 0.64 1.40
C -3.87403 -0.20923 -1.07929 0.36 -1.36 -1.58
C -4.26087 -0.33526 -2.42818 1.07 0.56 0.11
Cl -5.91994 0.09620 -2.75876 0.36 -0.19 -0.41
N -2.16279 -0.91297 0.56897 -0.26 -1.02 1.15
C -3.04797 -1.49315 1.44667 -1.32 1.81 -3.46
O -4.28719 -1.52132 1.32090 0.84 -0.20 0.48
C -2.46546 -2.17672 2.58123 -0.25 -0.52 1.95
C -3.33519 -2.68208 3.56628 -0.82 -0.28 0.13
C -2.82437 -3.28734 4.70836 0.96 0.09 0.22
C -1.39996 -3.32323 4.86716 -0.94 0.18 -1.64
C -0.63831 -2.83757 3.81951 -0.03 0.85 -0.49
N -1.15680 -2.25146 2.69620 1.15 -0.55 1.19
H -1.21608 -1.29109 -3.84798 -0.97 0.37 0.31
H 1.75796 -4.29406 -2.63896 0.53 0.50 0.24
H 3.75459 -5.27402 -1.50857 -0.18 0.71 0.50
H 4.36743 -4.33724 0.84258 0.38 -0.18 -0.18
H 3.04603 -2.50230 1.74685 0.00 0.25 0.34
H -4.59524 -0.02588 -0.29370 0.12 0.17 -0.28
H -4.42897 -2.56999 3.35051 1.24 -0.17 0.33
H -3.47402 -3.71016 5.49377 0.34 0.34 -0.57
H -0.85137 -3.76236 5.66977 -0.19 -0.24 0.68
H 0.45460 -2.76402 3.85676 -1.00 -0.45 0.22
C -2.11831 1.19777 4.43247 -1.01 -0.26 -1.07
O -1.81438 1.08344 3.03761 -0.46 1.13 0.34
C -2.25555 2.14265 2.26225 0.88 -0.85 -1.10
C -3.23022 3.06043 2.55343 -0.56 1.39 0.88
C -3.64906 3.93315 1.53622 0.57 -0.52 -0.24
Br -4.93648 5.27195 1.84476 -0.13 0.03 0.36
C -3.16563 3.84474 0.25195 -0.04 -0.09 -0.44
C -2.14605 2.93102 -0.11544 -0.97 0.02 2.48
C -1.64756 2.18907 0.98904 -0.11 -0.34 -1.38
O -0.54378 1.35067 0.81073 -0.09 0.22 -0.14
C -1.90865 2.84610 -1.55440 -1.20 0.31 -1.87
N -2.81775 3.37848 -2.39755 1.38 -0.42 1.10
C -2.25274 3.27043 -3.65405 -0.34 0.09 0.19
C -2.74706 3.80232 -4.85184 0.62 -0.72 -1.14
C -1.91611 3.65397 -5.99934 -1.37 0.54 0.75
C -0.64447 3.10860 -5.88650 0.72 -0.24 -0.13
C -0.16507 2.59949 -4.66930 -0.49 0.01 -0.93
C -1.00709 2.61000 -3.58684 -0.71 0.58 1.42
N -0.85962 2.28252 -2.21342 0.35 0.65 -0.69
H -3.18953 1.35378 4.62013 0.12 -0.49 -0.18
H -1.63608 2.03124 4.84720 0.97 1.28 0.61
H -1.74094 0.30629 4.87550 0.05 -0.72 0.44
H -3.56052 3.30094 3.57309 -0.08 -0.63 -0.49
H -3.59908 4.47120 -0.52323 0.19 -0.19 0.14
H 0.27512 1.86786 0.89634 0.24 -0.24 -0.36
H -3.75813 4.22678 -4.90308 0.60 -0.10 0.05
H -2.25691 3.98210 -6.99781 0.13 -0.08 0.78
H -0.02473 3.11610 -6.80444 -0.23 -0.21 0.85
H 0.80320 2.20065 -4.56150 1.05 -0.41 -0.17
H -0.03236 1.93198 -1.75074 0.15 -0.25 -0.20
I 1.63681 1.68108 3.66561 0.12 -1.03 0.70
C 2.43834 -0.25024 4.24583 -0.17 0.55 -1.32
C 3.38080 -0.24482 5.26445 -0.17 0.94 0.26
C 3.86568 -1.42735 5.73045 0.22 -0.40 -0.65
C 3.61932 -2.58469 4.96565 0.28 -0.58 1.45
C 2.63260 -2.52531 4.03214 -0.71 1.00 -1.76
N 2.04540 -1.32356 3.59373 0.51 -1.15 1.20
H 3.73560 0.70676 5.63632 -0.31 -0.08 0.41
H 4.40511 -1.42331 6.65902 0.66 -0.23 -0.05
H 4.17451 -3.51775 5.19372 -0.81 0.60 -0.13
H 2.26297 -3.42664 3.50568 0.51 0.63 0.35
C 3.50165 2.51404 -2.85225 0.81 1.64 -0.42
Si 3.39494 0.70592 -2.60431 -2.11 0.08 1.33
C 2.86620 -0.00578 -4.29686 1.68 -0.57 1.22
C 4.70970 -0.31557 -1.87266 1.83 -0.90 0.61
O 2.13906 0.65092 -1.30785 1.27 -0.61 -1.96
H 4.36747 2.88559 -3.42765 0.04 -0.37 0.21
H 3.49320 3.10561 -1.91825 -0.16 -0.44 -0.36
H 2.67689 2.83969 -3.50670 -0.11 -0.17 0.45
H 1.85823 0.22076 -4.45214 -1.68 0.40 -0.50
H 2.94096 -1.10167 -4.25422 0.04 0.23 -0.25
H 3.48907 0.40204 -5.11912 -0.30 -0.21 0.52
H 5.41726 -0.63543 -2.65875 -0.10 0.13 0.18
H 4.31011 -1.27935 -1.45743 0.08 0.90 -0.23
H 5.31749 0.18824 -1.07311 -0.77 -0.41 -0.65
N 3.22319 1.31985 0.60299 2.09 2.41 0.88
C 2.25164 0.76577 0.05416 -3.59 -1.39 0.75
H 2.98814 1.68170 1.56316 0.60 -1.41 -1.41

***

Entry 2:
12
Properties=species:S:1:pos:R:3:forces:R:3 method="wB97M-V/def2-TZVPD" e_above_lowest_ev=3.088 total_charge=0 e_lumo_ha="-0.0068 / -0.0068" e_homo_ev="-7.72 / -7.72"
C 0.06060 1.47648 0.97664 -0.05 -0.08 0.20
C -0.18247 0.06730 1.04466 0.13 0.47 -0.17
C 0.36973 1.90145 -0.28528 0.02 0.32 0.22
C -0.12951 -0.70768 -0.00135 0.49 1.67 -0.82
C -0.17956 -1.90437 -0.79596 -0.13 -0.31 -0.15
O 0.42663 1.11039 -1.26849 -0.50 -1.97 0.64
H 0.00433 2.11189 1.83706 0.00 0.11 0.17
H -0.40510 -0.37219 2.00490 -0.12 -0.31 0.15
H 0.57921 2.96213 -0.45182 0.02 -0.02 -0.13
H -1.19463 -2.30528 -0.86438 0.05 0.02 -0.05
H 0.15726 -1.67748 -1.80661 0.05 0.10 -0.03
H 0.49351 -2.66263 -0.38937 0.03 -0.02 -0.05

***

Entry 3:
70
Properties=species:S:1:pos:R:3:forces:R:3 method="wB97M-V/def2-TZVPD" s_squared=2.035 e_above_lowest_ev=0.727 total_charge=+1 e_lumo_ha="-0.0802 / -0.2071" spin_multiplicity=3 e_homo_ev="-10.47 / -11.50"
Au -0.20465 -0.93722 0.17728 -0.10 0.43 0.27
Cl 2.52322 -0.86237 -0.64903 0.18 0.07 0.02
C 2.90658 0.79903 -0.27445 -0.13 0.03 0.02
C 4.22180 1.13013 -0.02509 0.02 -0.02 0.00
C 4.52919 2.44721 0.29104 0.00 0.01 0.00
C 3.52949 3.40477 0.35648 -0.02 0.02 0.01
C 2.21114 3.05497 0.10239 -0.01 0.06 -0.04
C 1.88339 1.74417 -0.23206 -0.02 -0.20 0.07
P 0.17571 1.26375 -0.57796 0.14 -0.19 -0.47
C -0.86728 2.60713 -0.02796 -0.08 -0.18 0.15
C -1.41835 3.50452 -0.94013 -0.06 0.03 0.03
C -2.16524 4.57445 -0.46963 -0.02 0.01 0.01
C -2.36695 4.73946 0.89423 0.02 -0.02 -0.03
C -1.82112 3.83824 1.80142 -0.01 -0.01 -0.03
C -1.07131 2.76900 1.34396 0.02 -0.05 0.06
C -0.00954 1.08788 -2.36519 -0.12 0.02 0.05
C -1.25460 0.66083 -2.84350 0.03 0.01 -0.01
C -1.44360 0.48235 -4.20389 0.07 0.01 0.03
C -0.39229 0.71230 -5.08716 -0.02 -0.01 0.01
C 0.84247 1.12973 -4.61229 0.01 0.00 0.01
C 1.03793 1.32035 -3.25022 0.05 0.02 0.00
H 4.99000 0.36970 -0.06879 -0.02 0.02 0.01
H 5.55689 2.71823 0.49524 -0.02 -0.01 -0.01
H 3.77165 4.42789 0.61155 -0.01 -0.03 -0.01
H 1.43187 3.80414 0.16122 0.02 -0.02 0.00
H -1.27051 3.37302 -2.00379 0.01 0.00 0.01
H -2.59540 5.27612 -1.17251 0.01 -0.02 0.03
H -2.95667 5.57308 1.25249 0.00 -0.01 -0.01
H -1.98608 3.96817 2.86282 0.00 0.00 -0.02
H -0.63019 2.06423 2.04239 -0.02 0.06 -0.06
H -2.07220 0.47069 -2.15543 0.01 0.00 -0.02
H -2.40896 0.16331 -4.57375 0.00 0.00 0.00
H -0.53930 0.56829 -6.15049 0.00 0.01 0.04
H 1.65609 1.31598 -5.30222 -0.03 -0.01 0.03
H 2.00161 1.65471 -2.88410 -0.02 -0.01 -0.01
B -4.95116 -0.22570 0.02339 -0.32 -0.12 0.06
C -3.47127 -0.71986 0.09377 0.19 0.20 -0.05
N -2.35378 -1.03332 0.13182 -0.10 0.03 0.01
H -5.10429 0.25908 -1.08244 0.09 0.01 0.14
H -5.66885 -1.19470 0.17631 0.11 0.07 -0.02
H -5.08854 0.56579 0.93740 0.07 -0.03 -0.15
C -1.18347 -2.10974 6.00231 0.00 0.10 -0.07
N -0.63756 -1.51500 4.79492 0.08 -0.04 0.06
C 0.32794 -0.42906 4.75196 -0.09 -0.06 0.05
C 0.53904 -0.27349 3.24992 0.02 0.04 -0.07
O 1.25345 0.55285 2.72094 -0.04 -0.10 -0.04
N -0.25119 -1.18850 2.59734 0.19 0.03 0.11
C -0.93706 -1.85011 3.53581 -0.13 0.06 -0.12
N -1.85024 -2.77308 3.22116 0.04 -0.04 -0.06
H -0.49220 -1.92956 6.82180 0.01 0.00 -0.01
H -1.28005 -3.18833 5.88371 0.01 -0.02 -0.01
H -2.15219 -1.68373 6.26853 -0.01 0.02 -0.02
H 1.25691 -0.67110 5.26717 0.04 -0.04 -0.01
H -0.07746 0.49430 5.16869 0.00 0.02 0.03
H -2.14910 -2.80310 2.25752 -0.03 0.03 0.03
H -2.49830 -3.10649 3.91293 -0.01 -0.01 0.01
F 3.74824 -3.97815 -4.29381 0.02 0.01 -0.02
C 2.80856 -3.80262 -3.36525 0.01 0.00 0.02
C 1.56839 -3.31062 -3.75774 0.01 0.01 -0.02
C 0.59964 -3.13956 -2.79992 -0.01 0.02 0.03
C 0.85339 -3.45177 -1.43894 0.01 0.10 -0.01
C -0.15234 -3.26152 -0.46303 -0.03 -0.48 -0.01
C 2.13994 -3.93424 -1.09031 -0.05 0.00 0.03
C 3.11100 -4.11836 -2.04609 0.00 -0.01 -0.03
H 1.39068 -3.07746 -4.79899 0.02 -0.02 0.02
H -0.37424 -2.75060 -3.07663 0.03 -0.03 0.01
H 0.01915 -3.67572 0.52953 -0.01 0.09 -0.06
H -1.18293 -3.22703 -0.80424 0.05 0.13 0.07
H 2.35291 -4.16579 -0.05268 -0.03 -0.01 -0.04
H 4.09217 -4.50195 -1.79971 -0.02 0.02 -0.02

***

Entry 4:
17
Properties=species:S:1:pos:R:3:forces:R:3 method="wB97M-V/def2-TZVPD" s_squared=2.007 e_above_lowest_ev=2.859 total_charge=+1 e_lumo_ha="-0.1162 / -0.3176" spin_multiplicity=3 e_homo_ev="-13.96 / -14.53"
C 0.41286 0.89418 -1.29486 -0.06 -3.45 -2.99
C -0.07555 -0.57888 -1.85077 -0.84 2.36 2.68
C -1.30282 -0.99360 -1.59196 0.02 -1.02 -1.25
C -0.75033 -0.34054 2.26851 -1.99 -2.04 0.90
N 1.85345 0.81970 0.54950 4.36 -1.11 4.81
N 0.75277 1.04112 0.05368 -1.84 0.73 -3.85
H 1.30209 1.10848 -1.99477 -0.57 0.21 1.45
H -0.32966 1.55998 -1.57409 -1.43 1.51 -0.29
H 0.63039 -1.21689 -2.26317 1.43 -0.83 -0.78
H -2.08885 -0.43855 -1.20439 -0.89 1.67 1.12
H 0.08302 -0.96958 2.68920 -0.95 0.52 -0.70
H -1.75838 -1.93226 -1.90245 0.91 -0.29 -0.20
H -1.56624 -0.92433 1.71120 1.55 0.22 0.76
H -1.34657 0.09882 3.09829 0.86 0.24 -0.55
H -0.43087 0.35867 1.52918 0.38 1.06 -0.35
H 1.78142 0.81653 1.57176 0.47 -0.31 -0.11
H 2.83326 0.69716 0.20517 -1.39 0.54 -0.65

***

Entry 5:
104
Properties=species:S:1:pos:R:3:forces:R:3 method="wB97M-V/def2-TZVPD" e_above_lowest_ev=0.933 total_charge=-2 e_lumo_ha=0.0974 e_homo_ev=-1.31
Rb 0.57727 -1.63281 -1.77933 0.06 0.23 0.39
C -3.26405 6.38029 10.15462 -0.04 0.07 0.04
O -2.51054 5.18848 10.16036 -0.02 0.05 -0.04
C -2.24269 4.62289 8.94747 0.07 -0.13 0.01
C -1.47603 3.45746 8.97784 -0.06 0.10 0.10
C -1.15140 2.80742 7.81111 0.02 -0.06 -0.18
C -1.57928 3.29576 6.56825 -0.17 0.30 0.40
C -2.34275 4.45891 6.55788 0.12 -0.20 -0.14
C -2.67757 5.12361 7.73105 -0.07 0.12 0.06
C -1.21681 2.57451 5.35710 0.12 -0.30 -0.46
N -0.48902 1.48161 5.32015 -0.02 0.11 0.32
C -0.40187 1.13353 3.99962 -0.21 0.23 -0.40
C -1.09422 2.03554 3.21420 0.25 -0.28 0.39
N -1.61019 2.95121 4.09718 -0.06 0.12 0.15
C -1.18285 1.94446 1.79825 -0.03 -0.04 -0.38
C -1.86899 2.84313 0.96844 0.02 -0.04 0.08
C -1.87225 2.63683 -0.38888 0.02 -0.01 0.03
C -1.17878 1.53017 -0.90292 -0.03 0.11 -0.07
N -0.55235 0.66708 -0.13460 0.07 -0.12 0.02
C -0.54027 0.84303 1.18950 -0.20 0.34 0.06
C 0.16917 -0.14194 2.00433 0.16 -0.18 0.26
N 0.72451 -1.18291 1.36614 0.01 0.03 -0.12
C 1.42406 -2.05749 2.05624 -0.02 -0.15 -0.09
C 1.60752 -1.96402 3.44306 -0.07 0.10 0.09
C 1.01449 -0.92653 4.11933 0.02 -0.01 -0.01
C 0.27013 0.01656 3.40003 0.03 -0.12 -0.13
H -3.35567 6.68964 11.19284 0.00 -0.01 0.00
H -4.26379 6.22259 9.73829 0.02 -0.01 0.00
H -2.76224 7.17051 9.58784 0.00 -0.02 0.01
H -1.15275 3.09034 9.94340 0.03 -0.05 -0.03
H -0.55865 1.90284 7.82554 0.00 0.00 0.01
H -2.69527 4.87430 5.62148 -0.01 0.02 0.01
H -3.27400 6.02362 7.67734 0.02 -0.03 -0.02
H -2.16924 3.75008 3.86319 0.00 0.01 -0.01
H -2.38984 3.69221 1.40057 0.00 0.02 -0.03
H -2.38130 3.31509 -1.06066 0.00 0.00 0.00
H -1.09189 1.35655 -1.97115 0.04 -0.03 -0.01
H 1.86087 -2.87316 1.48505 0.02 0.03 0.00
H 2.19873 -2.70716 3.96049 0.00 -0.02 -0.02
H 1.10581 -0.80973 5.19216 0.01 -0.04 0.00
C 3.67772 0.33723 0.28417 -0.09 -0.04 -0.03
N 3.33242 0.28083 -1.11585 -0.01 0.04 -0.03
C 4.37807 -0.37949 -1.86952 -0.03 -0.08 0.01
C 3.01430 1.60577 -1.64251 0.01 -0.04 -0.02
C 2.51703 1.56674 -3.07175 0.14 0.10 -0.37
C 3.34638 2.04352 -4.08941 0.04 0.01 0.16
C 2.94371 1.97628 -5.41839 0.08 0.05 -0.11
C 1.70896 1.42191 -5.72229 -0.12 -0.07 -0.02
C 0.89150 0.95211 -4.68965 0.34 0.21 -0.18
C 1.25338 1.01309 -3.33641 -0.66 -0.20 0.37
H 4.59776 0.92932 0.46634 0.00 0.01 0.02
H 3.83703 -0.67502 0.66169 0.01 0.01 0.00
H 2.86045 0.78977 0.85148 0.01 0.01 0.00
H 5.34496 0.15913 -1.79604 -0.01 0.02 -0.01
H 4.09567 -0.44297 -2.91900 0.00 0.00 -0.01
H 4.50829 -1.39326 -1.48781 0.00 0.02 0.01
H 3.90103 2.27203 -1.56650 0.01 -0.02 0.03
H 2.22729 2.02066 -1.00544 0.00 0.01 0.01
H 4.32539 2.45909 -3.84937 -0.02 -0.01 0.00
H 3.59647 2.33863 -6.20694 -0.01 0.01 0.01
H 1.38843 1.35467 -6.76092 0.01 -0.01 0.02
H -0.06909 0.51551 -4.97331 0.00 0.01 -0.03
I 4.61804 -5.26727 0.66790 -0.03 -0.01 -0.24
C 4.17565 -5.10002 -1.38660 -0.06 0.15 0.40
C 4.71500 -6.01194 -2.28005 -0.04 0.01 -0.19
C 4.42985 -5.91143 -3.62098 0.30 -0.46 -0.12
I 5.28543 -7.36093 -4.91302 -0.12 0.20 0.16
C 3.60708 -4.87865 -4.12057 -0.17 0.27 0.14
C 3.25929 -4.69311 -5.47656 -0.04 0.04 -0.04
C 2.47487 -3.63560 -5.84946 0.11 -0.11 0.01
C 2.03872 -2.73526 -4.86536 -0.03 0.04 -0.01
N 2.32629 -2.89013 -3.59745 0.07 -0.01 -0.16
C 3.07336 -3.93298 -3.19551 0.14 -0.17 -0.16
C 3.30676 -4.03184 -1.74170 0.18 -0.13 0.24
O 2.79924 -3.24151 -0.91833 0.00 -0.04 -0.12
H 5.35664 -6.80263 -1.91532 0.00 0.00 -0.01
H 3.61940 -5.39649 -6.21699 0.01 -0.01 0.01
H 2.19493 -3.48872 -6.88474 0.01 0.02 0.00
H 1.44006 -1.86775 -5.12606 -0.01 -0.01 0.01
Cl -5.66818 0.12986 -8.01222 -0.06 0.04 -0.09
C -4.65432 -0.46265 -6.71594 0.09 -0.03 0.11
C -4.53997 -1.82563 -6.51277 -0.01 -0.02 -0.03
C -3.73527 -2.28942 -5.47981 0.07 -0.04 -0.06
C -3.07545 -1.40359 -4.64023 0.13 0.02 0.10
C -3.20224 -0.03688 -4.87039 -0.02 -0.01 -0.01
C -3.97929 0.44269 -5.91335 0.00 0.00 -0.01
C -2.26729 -1.89201 -3.43935 -0.31 0.11 -0.05
O -1.33818 -2.68292 -3.61431 -0.15 -0.11 -0.23
O -2.67814 -1.40189 -2.34518 0.15 -0.02 0.16
H -5.07039 -2.51426 -7.15736 0.00 0.00 0.00
H -3.61450 -3.35521 -5.32890 0.01 0.01 0.04
H -2.67712 0.65625 -4.22476 -0.02 -0.01 0.02
H -4.06521 1.50496 -6.09973 0.00 -0.01 -0.01
S -1.73265 -4.49691 0.70573 0.05 -0.06 -0.07
C -2.25652 -2.99563 1.16732 0.16 0.04 -0.20
N -2.60467 -2.05274 0.21553 -0.11 0.01 0.20
C -3.22119 -0.91133 0.53164 -0.13 0.07 -0.01
C -3.46412 -0.59198 1.83757 0.01 0.04 0.02
C -2.93128 -1.48662 2.78388 0.08 -0.06 -0.15
N -2.35255 -2.61789 2.47974 -0.10 0.03 0.22
H -2.45468 -2.18631 -0.80958 0.00 -0.02 0.07
H -3.49385 -0.29249 -0.31292 0.06 -0.02 -0.04
H -3.96149 0.32414 2.11605 0.02 0.01 0.01
H -2.96519 -1.24537 3.84478 -0.04 0.02 -0.01